1.
91
Properties=species:S:1:pos:R:3:forces:R:3 method="wB97M-V/def2-TZVPD" e_lumo_ev=0.5 homo_ev=-8.9 e_above_lowest_kcal_mol=0.0 homo_lumo_gap_ev=9.4 smiles=COC[C@H](C)N.COC[C@H](C)N.COC[C@H](C)N.OCCO.OCCO.OCCO.OCCO
H -0.9139 -2.7622 1.5496 0.130 -0.065 -0.443
C -0.4729 0.2755 1.2797 0.137 0.114 0.760
C -1.3304 0.4237 -4.1406 0.086 -0.090 0.465
H 2.0074 4.5137 2.0072 0.093 0.349 0.176
H 3.3217 2.4072 -1.5532 0.167 0.044 -0.050
H 3.2404 5.1965 1.2152 0.159 0.034 0.071
H 0.5383 2.4284 -4.1384 0.201 0.156 0.165
N -4.6232 -5.0389 0.1794 -0.335 0.337 0.083
C -4.7589 -0.7724 -1.8749 -0.067 0.113 -0.209
H 2.0344 2.4964 3.2087 -0.024 0.083 0.003
H 0.0673 -1.9704 -1.0179 -0.240 0.103 -0.186
C -0.5091 0.9887 -2.9855 -1.146 1.015 -0.008
C -2.5659 -4.4527 -1.0706 0.412 0.525 -0.036
O -1.3294 -4.3854 2.7231 0.240 -0.156 -0.142
H 2.0647 -2.1896 -0.0211 0.093 0.258 0.040
O 0.7818 -2.1621 -1.6433 0.159 -0.015 0.253
H -2.2103 -0.0601 -3.7140 0.064 -0.178 -0.115
H -4.9038 -5.6383 -0.5856 0.113 -0.102 -0.006
H 5.5268 3.9352 2.9991 0.021 0.073 -0.103
C 3.1268 2.5759 3.2433 0.209 0.130 0.306
H -5.8051 -0.7410 -1.5549 0.032 -0.042 0.041
H 3.4032 3.0966 4.1647 -0.059 -0.079 0.005
O 3.7048 1.2819 3.3046 0.031 0.034 0.036
H 3.3199 1.2448 -2.9266 0.003 -0.092 0.215
H -3.4693 -3.3639 0.5963 0.144 -0.169 0.054
H -5.6498 -2.9520 -0.7570 0.054 0.072 0.159
H -0.7446 -0.2907 -4.7172 -0.137 -0.051 -0.097
H -0.5352 5.5002 1.1926 -0.100 -0.006 0.340
H -1.6076 2.7167 -3.0320 -0.203 -0.200 -0.045
H -4.1839 -5.5984 0.8956 0.149 -0.026 -0.060
C -0.7222 4.4312 1.0799 0.136 -0.085 -1.062
H -0.2743 -4.3463 0.9533 -0.366 -0.038 -0.092
H 2.0503 0.1043 2.8879 0.048 -0.065 0.033
C 3.0363 0.3582 2.4790 -0.100 0.185 -0.123
H -2.6795 4.4749 0.2760 -0.126 -0.012 0.060
O -4.0211 -1.7176 -1.1226 -0.217 0.311 -0.119
O -1.4972 -1.0488 -0.3877 0.186 0.128 -0.305
H 5.6137 2.4922 1.9882 0.030 -0.007 -0.081
H -4.6384 -3.3890 -2.1576 -0.193 0.115 0.038
H -2.3260 -1.1927 -0.8752 -0.065 -0.282 0.141
H -2.3417 3.0453 1.2724 0.018 -0.050 -0.141
H -1.8081 -3.7025 -1.3285 -0.220 0.200 0.298
H -0.3372 0.2084 -2.2468 0.229 -0.183 -0.058
C -1.7702 -0.2540 0.7444 -0.096 -0.102 0.477
H -0.6295 0.6533 2.2972 -0.126 0.162 -0.138
H 3.4005 2.8421 1.1395 -0.141 0.019 0.204
H -4.7278 -1.0003 -2.9478 -0.019 -0.096 0.067
O 0.0831 3.7300 1.9917 0.111 0.111 0.657
H -2.8948 -4.8213 -2.0455 -0.060 -0.471 0.189
O -2.8290 4.7934 2.2766 -0.038 -0.154 -0.047
N -1.3787 2.0203 -2.3219 0.633 0.016 -0.139
H 2.0297 -0.6508 -0.9490 0.001 -0.001 0.058
N 3.0093 4.7117 2.0763 -0.269 -0.545 0.032
H -0.4274 4.2133 0.0358 0.069 -0.167 0.213
H -0.8002 2.5684 -1.6831 -0.086 -0.227 0.132
H 4.0008 -1.5666 -1.7507 -0.005 -0.053 0.192
O 0.8059 -2.2765 3.2635 -0.357 0.067 0.131
C -2.1956 4.1269 1.1906 -0.110 0.248 0.187
H -2.6452 4.2912 3.0754 0.075 0.094 0.054
H -2.2543 -0.8422 1.5386 -0.031 -0.002 -0.141
H 0.1379 2.8028 1.7204 -0.064 0.118 -0.414
H -0.0183 1.1116 -0.4223 0.202 0.071 0.050
C 1.9906 -1.7459 -1.0189 -0.358 -0.077 -0.109
H -1.1901 -3.9953 3.5923 -0.107 0.058 0.023
O 3.5023 -3.5531 -1.3524 0.026 0.057 0.031
H -2.0543 -5.2095 -0.4777 -0.031 -0.239 -0.246
H 3.6571 -0.5335 2.4075 -0.039 -0.056 0.020
H -2.4222 0.5902 0.4939 -0.007 -0.052 -0.053
O 0.0388 1.3553 0.5110 0.081 -0.248 -0.059
C -0.4493 -3.7145 1.8210 0.022 0.230 0.575
H 4.3698 -3.7814 -1.6965 -0.035 -0.044 -0.053
H 1.6125 -3.2218 1.6069 0.000 -0.135 0.084
C 3.1500 -2.2546 -1.8209 0.377 -0.012 -0.390
O 1.5029 2.0382 -2.3185 -0.061 -0.106 0.076
H 5.4957 4.1016 1.2276 0.115 -0.007 -0.013
C 0.9033 -3.4205 2.4184 0.326 0.069 0.048
H 3.1109 2.9512 -3.2588 0.020 0.137 0.193
H 0.2697 -0.5193 1.4290 -0.077 -0.047 -0.404
H 2.8565 -2.2880 -2.8782 -0.047 -0.026 0.068
C 2.8906 2.1692 -2.5213 -0.097 0.042 -0.377
C -4.6218 -3.0026 -1.1247 0.302 -0.265 -0.334
H 1.6136 -2.1698 3.7730 0.049 -0.072 -0.025
C 5.1740 3.4845 2.0664 -0.348 0.165 0.470
H 1.3611 0.8813 -4.0532 0.120 -0.043 0.294
C 3.6495 3.3883 2.0728 0.312 -0.158 -0.991
H 1.2478 -4.2838 2.9971 0.031 -0.071 -0.139
H -4.3178 0.2135 -1.7300 0.095 -0.059 0.092
C -3.7703 -3.9433 -0.2802 -0.196 -0.058 -0.125
C 0.7897 1.6043 -3.4499 -0.158 -0.364 -0.512
H -1.7110 1.2191 -4.7848 0.226 0.040 -0.116
H 2.8758 0.7665 1.4746 0.022 -0.132 -0.055

***

2.
46
Properties=species:S:1:pos:R:3:forces:R:3 method="wB97M-V/def2-TZVPD" e_lumo_ev=-0.6 homo_ev=-8.9 e_above_lowest_kcal_mol=0.0 homo_lumo_gap_ev=8.3 smiles="CCOC(=O)c1nn(-c2ccc(F)cc2)c2nc(CC(C)C)c(C#N)c(=O)n12"
H 1.7683 1.8801 2.0310 -0.641 0.207 0.599
N -2.1215 1.4707 0.6829 -1.341 -0.400 -1.340
C -1.0167 3.0290 4.5210 -0.050 -0.260 -0.888
C 2.7614 -2.5682 0.9596 -0.728 0.637 -1.038
C -1.3663 2.4786 3.2611 1.040 -0.452 -0.519
H 5.1302 -3.4489 -0.2982 -0.205 0.421 0.243
O -1.4178 -0.8483 -2.7091 0.973 0.760 1.592
H 2.9078 -2.8602 -1.1867 -0.072 -0.230 -0.150
O -4.4778 0.2911 -0.3712 2.368 0.628 -2.206
H 3.5929 -0.0767 -0.1567 -0.177 -0.389 -0.392
C -2.2363 0.8497 -0.4808 1.693 1.014 1.289
H 2.3275 2.9131 4.2339 0.084 -0.171 -0.261
H 1.6926 -2.7834 0.8606 -0.037 0.252 0.197
H 2.8971 -1.7360 1.6594 0.030 -0.238 0.012
N 1.6861 -2.1317 -4.0076 0.113 -0.179 -0.015
C 1.2934 -1.5830 -3.0786 -0.411 0.496 0.473
C -0.0631 0.7905 0.1048 -0.389 0.140 -0.149
N 1.1925 0.4604 0.0835 0.749 -0.446 -0.164
C 0.9570 2.1901 2.7203 0.207 -0.674 -1.566
H 5.2501 -2.0875 -1.3607 0.391 0.315 -0.097
C -0.5834 -0.4302 -1.8922 -1.101 -1.863 -3.372
H -5.6740 -1.5813 -3.7172 0.114 0.118 -0.170
C 1.2969 2.7475 3.9457 -0.315 0.583 0.769
C 4.8440 -2.3865 -0.4021 0.230 -0.806 -0.158
H 3.5748 -0.5577 -1.8693 -0.108 -0.356 0.282
H -4.8693 -1.6705 -2.1935 0.202 0.011 0.186
O -3.6964 0.8627 -2.4772 1.412 -0.194 2.466
C -4.7948 -1.2191 -3.1781 0.174 -0.060 -0.117
F 0.7187 3.8619 5.9607 -0.222 -0.423 -0.187
H -4.8789 0.7161 -4.1114 0.322 0.062 0.261
H -2.4034 2.3604 2.9607 0.065 0.126 0.343
H 5.2840 -1.8067 0.4221 0.000 -0.127 -0.315
C -4.8522 0.3026 -3.0972 -0.430 -0.561 -0.786
H -1.8385 3.3147 5.1756 0.387 0.089 -0.014
C 0.8213 -0.8084 -1.9607 0.177 0.987 1.244
H -3.8746 -1.5745 -3.6814 -0.515 0.283 0.288
N -0.9548 0.4461 -0.8837 -0.312 0.209 0.958
N -0.8395 1.4905 1.0495 2.395 -0.973 -0.697
C 3.3356 -2.2005 -0.4394 0.527 -0.447 0.839
C -3.5430 0.6118 -1.1290 -3.870 -0.357 0.315
C -0.3852 2.0344 2.3095 -0.821 1.072 2.242
H 3.1939 -3.4815 1.3454 0.384 -0.078 0.056
C 3.1147 -0.7638 -0.8881 -0.482 1.461 0.543
C 1.6663 -0.3477 -0.9572 -0.933 0.266 0.519
H -5.7549 0.6465 -2.6136 -0.175 0.039 0.430
C 0.3354 3.2038 4.8539 -0.701 -0.490 -1.544

***

3.
33
Properties=species:S:1:pos:R:3:forces:R:3 method="wB97M-V/def2-TZVPD" e_lumo_ev="-8.5 / -8.5" multiplicity=3 charge=+2 homo_ev="-14.2 / -15.9" homo_lumo_gap_ev="5.8 / 7.4"
N 1.1484 0.9301 -0.4280 0.857 -0.095 0.167
C 1.3196 -2.4978 -1.8398 0.298 0.889 0.225
H -2.1731 2.6068 1.5931 0.099 0.064 0.000
H 2.2248 -2.4474 -2.4441 -0.315 -0.401 0.112
H -1.2583 -4.4844 -0.8352 0.175 0.110 -0.111
H 3.4128 3.3670 -0.9034 -0.015 -0.367 -0.044
C 2.8915 0.1257 -1.8655 -0.665 -0.214 0.441
C 3.4997 1.3793 -1.8067 -0.359 0.032 0.225
C -1.1263 2.2764 1.4261 0.697 0.830 -0.656
C 2.9556 2.3809 -0.9913 0.008 0.066 0.163
H 4.3944 1.5720 -2.3873 -0.047 0.007 0.067
Mo -0.8479 0.6471 0.0692 -1.715 0.967 2.824
C 0.9595 -1.3435 -1.1403 -1.595 -1.532 0.164
N -2.8314 0.4412 3.0064 1.277 1.615 -2.174
N -0.2078 -1.3150 -0.4084 0.556 -1.785 -0.785
H 0.7934 -4.5297 -2.3065 -0.056 0.144 0.129
C -0.9794 -2.4346 -0.2934 1.249 0.499 -0.621
C -2.1070 -0.1142 1.7836 -0.209 -1.107 -0.207
H -0.6348 3.0918 0.8680 -0.529 0.361 0.387
H -1.8697 -2.3423 0.3293 0.226 -0.144 -0.291
H 3.2800 -0.6985 -2.4542 0.219 0.354 0.021
H -0.5692 2.1801 2.3703 -0.235 -0.173 -0.092
O -3.6973 2.3978 3.9894 2.468 -1.209 -3.849
C -3.1346 1.6935 3.2231 -2.696 -0.618 5.005
C 1.7969 2.1231 -0.2767 -0.161 -0.821 -0.536
C 1.7095 -0.0964 -1.1533 0.566 1.701 -0.076
H -3.2455 -0.2363 3.6721 0.190 0.702 -0.363
C 0.5249 -3.6325 -1.7546 -0.425 0.015 0.315
I -2.4119 1.2324 -1.8341 -0.094 0.108 -0.123
H -1.6044 -1.0006 2.1769 0.041 0.030 0.044
H 1.3309 2.8235 0.4193 0.271 -0.094 -0.440
H -2.9195 -0.4853 1.1477 -0.091 -0.112 -0.007
C -0.6240 -3.6100 -0.9517 0.012 0.179 0.089

***

4.
20
Properties=species:S:1:pos:R:3:forces:R:3 method="wB97M-V/def2-TZVPD" e_lumo_ev=-4.2 charge=+1 homo_ev=-12.1 e_above_lowest_kcal_mol=57.1 homo_lumo_gap_ev=7.9 smiles="C=C1CC[C@H](/[NH+]=C/O)N1"
H 1.6770 -2.6829 -0.5738 -0.252 -0.589 -0.852
C 0.4061 1.6182 0.4231 0.805 -0.373 -1.067
H -3.4818 -1.7261 0.5594 0.039 -1.412 0.427
H 2.4936 1.0352 0.6257 -0.174 0.185 0.389
H 2.8265 -2.0210 0.6782 -1.024 0.162 0.011
N -1.6509 0.5707 -0.4743 -2.123 -0.579 1.159
H -1.2604 -1.2420 0.1420 -0.300 -0.481 0.776
H 0.8763 2.5357 0.2042 0.059 1.350 -0.122
C 1.9247 -1.8723 0.0550 0.613 1.570 0.609
H 0.0418 -0.7520 -1.7603 0.837 0.449 0.412
H -0.2536 1.6061 -1.7659 -0.857 0.180 1.010
C 1.4936 0.6506 0.8411 0.697 -2.582 1.925
H -0.3619 1.7070 1.1201 -0.884 0.608 1.581
N 0.4594 -0.1258 -1.0542 1.225 -3.429 -0.841
C -2.0857 -0.5298 0.1222 3.771 0.822 -2.441
C 1.3614 -0.6596 -0.0429 -1.186 2.308 0.122
H 1.3835 0.3992 1.9870 0.560 0.419 -2.314
C -0.2581 1.0416 -0.8055 0.875 -1.993 -0.422
O -3.2854 -0.8153 0.4159 -1.001 2.177 -0.235
H -2.3063 1.2625 -0.6968 -1.678 1.207 -0.127

***

5.
10
Properties=species:S:1:pos:R:3:forces:R:3 method="wB97M-V/def2-TZVPD" e_lumo_ev="0.7 / -1.7" multiplicity=3 homo_ev="-9.2 / -8.8" e_above_lowest_kcal_mol=30.3 homo_lumo_gap_ev="9.9 / 7.1"
H 0.8315 -1.5200 -0.2837 -0.001 0.051 0.093
N -0.6287 -0.7328 0.9213 -0.193 -1.113 0.691
N -1.3877 0.1873 0.7081 -0.776 -0.010 0.743
H 1.5895 1.3318 -0.0941 -0.008 -0.094 -0.022
H 0.9244 0.5073 -1.5260 0.103 -0.054 0.126
H 1.4150 -0.6919 1.1648 -0.037 -0.020 -0.034
C 0.8047 0.6706 -0.4556 -0.253 0.425 -0.220
C 0.6914 -0.6403 0.3493 0.608 0.506 -0.521
S -3.4121 -0.5981 -0.5905 -0.444 -0.114 -0.252
S -0.8280 1.4861 -0.1937 1.000 0.424 -0.605